DFT (ωB97M-V/def2-TZVPD) results for C53H71CsN5O5P as an isolated structure in a non-equilibrium geometry.

Geometry (Å):
Cs1 -0.475 0.348 -0.021
C1 -2.074 -2.574 3.331
C2 -0.632 -2.526 2.900
O1 -0.077 -1.495 2.568
N1 0.043 -3.711 2.928
C3 1.469 -3.755 2.736
C4 1.931 -4.108 1.344
C5 3.145 -4.757 1.152
C6 3.596 -4.968 -0.139
C7 2.815 -4.542 -1.200
C8 1.606 -3.925 -0.911
N2 1.173 -3.703 0.327
H1 -2.628 -1.814 2.784
H2 -2.112 -2.336 4.396
H3 -2.530 -3.551 3.171
H4 -0.455 -4.550 3.165
H5 1.921 -4.431 3.464
H6 1.834 -2.748 2.950
H7 3.727 -5.080 2.007
H8 4.543 -5.463 -0.313
H9 3.124 -4.680 -2.227
H10 0.959 -3.583 -1.713
O2 -5.252 6.372 -0.497
C9 -6.014 5.389 0.032
O3 -7.100 5.647 0.471
C10 -5.437 4.009 0.015
C11 -5.957 3.080 0.912
C12 -5.441 1.798 0.970
C13 -4.400 1.430 0.116
C14 -3.889 2.347 -0.792
C15 -4.410 3.626 -0.842
N3 -3.790 0.156 0.170
C16 -4.537 -0.858 0.063
C17 -4.004 -2.237 0.069
C18 -4.879 -3.302 -0.098
C19 -4.374 -4.594 -0.099
C20 -3.012 -4.767 0.065
C21 -2.210 -3.639 0.224
N4 -2.686 -2.398 0.232
H11 -4.379 6.037 -0.724
H12 -6.760 3.390 1.567
H13 -5.814 1.090 1.699
H14 -3.064 2.084 -1.445
H15 -3.991 4.307 -1.576
H16 -5.619 -0.762 -0.081
H17 -5.937 -3.114 -0.229
H18 -5.033 -5.444 -0.224
H19 -2.562 -5.751 0.070
H20 -1.136 -3.740 0.358
N5 -0.867 -0.825 -2.979
C22 -1.234 0.141 -4.028
C23 -0.337 1.376 -4.025
C24 -0.365 2.071 -2.663
O4 -1.353 2.791 -2.384
O5 0.560 1.772 -1.863
H21 0.126 -1.037 -3.011
H22 -1.373 -1.693 -3.098
H23 -2.262 0.460 -3.840
H24 -1.205 -0.296 -5.034
H25 -0.692 2.057 -4.800
H26 0.690 1.093 -4.263
C25 2.917 -0.765 -4.552
C26 3.605 -1.210 -3.264
C27 5.098 -1.457 -3.510
C28 3.435 -0.241 -2.112
C29 3.117 -0.708 -0.854
C30 3.126 0.107 0.283
C31 3.057 -0.695 1.583
C32 4.414 -1.361 1.842
C33 2.582 0.014 2.835
C34 3.338 1.489 0.142
C35 3.674 1.974 -1.140
C36 3.721 1.110 -2.226
C37 4.119 3.407 -1.380
C38 5.643 3.472 -1.540
C39 3.437 4.028 -2.603
C40 3.508 2.408 1.345
C41 4.838 2.464 1.782
C42 5.246 3.215 2.870
C43 4.310 3.964 3.562
C44 2.992 3.941 3.138
C45 2.549 3.181 2.050
P1 0.738 3.189 1.658
C46 -0.272 3.053 3.280
C47 -1.654 2.473 2.885
C48 0.352 2.042 4.251
C49 -0.517 4.348 4.065
C50 0.428 4.884 0.905
C51 0.969 6.106 1.648
C52 -1.073 5.025 0.615
C53 1.132 4.814 -0.453
H27 3.121 -1.473 -5.358
H28 3.275 0.215 -4.874
H29 1.837 -0.696 -4.425
H30 3.158 -2.160 -2.950
H31 5.586 -0.533 -3.830
H32 5.248 -2.207 -4.290
H33 5.593 -1.797 -2.599
H34 2.935 -1.770 -0.704
H35 2.328 -1.487 1.377
H36 5.180 -0.602 2.022
H37 4.734 -1.972 0.997
H38 4.363 -1.999 2.731
H39 3.333 0.685 3.254
H40 2.324 -0.719 3.603
H41 1.687 0.587 2.627
H42 4.006 1.513 -3.192
H43 3.864 3.995 -0.498
H44 5.964 2.867 -2.391
H45 6.156 3.102 -0.651
H46 5.964 4.501 -1.716
H47 3.858 3.630 -3.529
H48 3.592 5.109 -2.614
H49 2.368 3.821 -2.604
H50 5.571 1.874 1.244
H51 6.287 3.211 3.170
H52 4.596 4.565 4.416
H53 2.269 4.538 3.678
H54 -1.618 1.454 2.480
H55 -2.203 3.097 2.180
H56 -2.245 2.415 3.806
H57 0.295 1.025 3.866
H58 -0.221 2.062 5.183
H59 1.391 2.273 4.491
H60 -1.030 5.105 3.477
H61 0.408 4.780 4.448
H62 -1.151 4.124 4.929
H63 0.542 6.241 2.640
H64 0.741 7.004 1.065
H65 2.055 6.048 1.746
H66 -1.679 5.126 1.514
H67 -1.430 4.177 0.022
H68 -1.222 5.928 0.014
H69 2.213 4.777 -0.318
H70 0.902 5.714 -1.031
H71 0.807 3.938 -1.015

The total charge is 0. The value obtained for the energy above the lowest of the compared OMol25 structures with the same formula, charge and spin is 62.53 kJ/mol. The HOMO energy comes out at -7.60 eV. The value obtained for the calculated total energy is -83641.918 eV.

***

DFT (ωB97M-V/def2-TZVPD) results for C5H10O2 as an isolated structure.

Geometry (Å):
C1 -1.920 -0.536 -0.241
C2 -0.866 0.562 -0.098
O1 -1.159 1.594 0.774
C3 0.249 -0.482 1.021
C4 0.973 0.371 -0.726
C5 2.144 -0.154 0.104
O2 1.523 -0.082 1.370
H1 -2.832 -0.070 -0.632
H2 -1.596 -1.300 -0.955
H3 -2.132 -1.008 0.720
H4 -0.894 1.067 -1.076
H5 -1.057 1.190 1.653
H6 0.309 -1.458 0.489
H7 0.822 -0.071 -1.714
H8 1.031 1.458 -0.778
H9 3.049 0.467 0.072
H10 2.403 -1.194 -0.148

The total charge is 0. The value obtained for the energy above the lowest of the compared OMol25 structures with the same formula, charge and spin is 704.69 kJ/mol. The HOMO energy comes out at -8.04 eV. The value obtained for the calculated total energy is -9435.739 eV.

***

DFT (ωB97M-V/def2-TZVPD) results for C44H51F6KN8O4P2S2 as an isolated structure in a non-equilibrium geometry.

Geometry (Å):
K1 -8.598 -15.206 12.115
C1 -10.520 -18.499 16.781
C2 -10.244 -17.629 15.533
C3 -9.999 -18.563 14.316
P1 -8.916 -16.297 15.595
C4 -7.626 -16.890 16.827
C5 -7.440 -16.045 18.155
C6 -6.282 -16.985 16.091
C7 -9.783 -14.812 16.221
C8 -10.045 -14.870 17.592
C9 -10.399 -13.760 18.346
C10 -10.529 -13.978 19.843
C11 -10.795 -12.576 17.665
C12 -10.800 -12.558 16.254
C13 -10.236 -13.638 15.472
N1 -10.187 -13.584 14.117
C14 -10.344 -12.391 13.455
C15 -9.600 -11.235 13.832
C16 -9.825 -10.021 13.272
C17 -10.744 -9.858 12.183
C18 -10.768 -8.619 11.321
C19 -11.410 -11.009 11.773
C20 -11.193 -12.294 12.278
P2 -11.825 -13.705 11.348
C21 -13.602 -13.982 11.880
C22 -13.576 -15.094 12.947
C23 -14.187 -12.646 12.392
C24 -12.117 -13.244 9.530
C25 -10.867 -12.509 8.991
C26 -13.385 -12.456 9.206
H1 -11.476 -18.991 16.648
H2 -10.555 -17.910 17.730
H3 -9.787 -19.338 16.913
H4 -11.135 -17.009 15.347
H5 -9.368 -19.401 14.600
H6 -9.476 -18.074 13.488
H7 -10.966 -18.972 13.941
H8 -7.938 -17.887 17.110
H9 -7.513 -14.968 17.965
H10 -6.461 -16.260 18.621
H11 -8.204 -16.295 18.890
H12 -6.046 -16.086 15.526
H13 -6.214 -17.813 15.390
H14 -5.378 -17.063 16.753
H15 -9.934 -15.843 18.102
H16 -9.781 -14.662 20.218
H17 -11.499 -14.372 20.102
H18 -10.410 -13.025 20.329
H19 -11.213 -11.748 18.195
H20 -11.230 -11.732 15.725
H21 -8.855 -11.417 14.634
H22 -9.248 -9.151 13.617
H23 -10.054 -7.891 11.736
H24 -11.777 -8.183 11.299
H25 -10.540 -8.905 10.259
H26 -12.225 -10.913 11.029
H27 -14.181 -14.406 11.042
H28 -12.851 -14.861 13.731
H29 -13.306 -16.050 12.536
H30 -14.538 -15.201 13.428
H31 -13.652 -12.242 13.282
H32 -15.234 -12.803 12.681
H33 -14.177 -11.849 11.678
H34 -12.155 -14.244 9.055
H35 -10.919 -11.440 9.205
H36 -10.742 -12.636 7.887
H37 -9.925 -12.881 9.445
H38 -13.343 -11.459 9.647
H39 -14.310 -12.908 9.565
H40 -13.490 -12.415 8.103
C27 -5.296 -12.637 14.883
C28 -6.385 -13.253 14.275
N2 -6.308 -13.905 13.114
C29 -5.086 -13.968 12.491
C30 -3.890 -13.498 13.145
C31 -4.048 -12.776 14.322
C32 -2.588 -13.785 12.578
C33 -2.493 -14.444 11.391
C34 -3.678 -14.897 10.703
C35 -3.614 -15.492 9.450
C36 -4.784 -15.954 8.822
C37 -5.994 -15.816 9.500
N3 -6.144 -15.227 10.684
C38 -5.005 -14.704 11.247
H41 -5.477 -12.052 15.800
H42 -7.371 -13.226 14.689
H43 -3.187 -12.307 14.809
H44 -1.702 -13.410 13.098
H45 -1.515 -14.651 10.951
H46 -2.631 -15.681 8.974
H47 -4.801 -16.488 7.857
H48 -6.934 -16.197 9.080
C39 -6.571 -9.802 9.861
C40 -7.422 -10.781 10.502
N4 -8.116 -11.555 11.030
H49 -5.985 -9.285 10.623
H50 -7.186 -9.097 9.295
H51 -5.907 -10.321 9.169
F1 -11.079 -20.096 9.563
C41 -11.413 -18.852 9.802
F2 -12.541 -18.517 9.167
F3 -11.558 -18.724 11.144
S1 -10.119 -17.556 9.165
O1 -10.320 -16.350 9.968
O2 -8.792 -18.140 9.444
N5 -10.547 -17.487 7.652
S2 -10.024 -18.134 6.296
O3 -8.730 -17.633 5.938
O4 -10.250 -19.553 6.251
C42 -11.299 -17.393 5.148
F4 -12.548 -17.461 5.650
F5 -11.222 -18.116 4.005
F6 -11.011 -16.096 4.837
N6 -7.283 -18.093 12.453
C43 -6.533 -18.971 12.315
N7 -5.706 -19.894 12.059
C44 -4.838 -20.470 12.829
N8 -3.981 -21.062 13.356

The total charge is -2. The value obtained for the energy above the lowest of the compared OMol25 structures with the same formula, charge and spin is 0.00 kJ/mol. The HOMO energy comes out at -1.83 eV. The value obtained for the calculated total energy is -139445.601 eV.

***

DFT (ωB97M-V/def2-TZVPD) results for C3H2AlFO2 as an isolated structure in a non-equilibrium geometry.

Geometry (Å):
C1 -1.185 0.096 0.659
C2 1.595 -0.035 -0.315
O1 -0.433 -0.642 1.285
O2 -0.587 0.818 -0.375
C3 0.769 1.025 -0.330
H1 2.593 -0.030 0.120
F1 1.345 -1.121 -1.091
H2 1.107 1.976 0.081
Al1 -2.985 0.199 0.538

The total charge is +1. The value obtained for the energy above the lowest of the compared OMol25 structures with the same formula, charge and spin is 28.70 kJ/mol. Its multiplicity is 2. The HOMO energy (spin up / spin down) comes out at -13.56 / -13.53 eV. The value obtained for the calculated total energy is -16540.828 eV.

***

DFT (ωB97M-V/def2-TZVPD) results for a single C2H3Cl2OP molecule in a non-equilibrium geometry.

Geometry (Å):
O1 0.484 -0.195 -0.663
C1 -0.322 -0.485 0.155
P1 -0.033 -1.428 1.696
C2 -2.081 -0.085 -0.183
Cl1 -3.072 0.279 1.208
Cl2 -2.127 1.274 -1.196
H1 -1.036 -0.952 2.484
H2 0.834 -0.412 2.238
H3 -2.545 -0.860 -0.739

The total charge is 0. Its SMILES is O=C(P)C(Cl)Cl. The value obtained for the energy above the lowest of the compared OMol25 structures with the same formula, charge and spin is 274.44 kJ/mol. The HOMO energy comes out at -9.54 eV. The value obtained for the calculated total energy is -38501.961 eV.

***

DFT (ωB97M-V/def2-TZVPD) results for a single C7H11NO4S2 molecule in a non-equilibrium geometry.

Geometry (Å):
C1 -0.737 0.931 -1.538
N1 -0.018 -0.095 -1.130
C2 0.966 0.104 -0.127
C3 2.144 -0.897 -0.261
C4 1.654 1.459 -0.210
O1 1.963 2.127 0.766
O2 2.034 1.873 -1.504
C5 0.284 0.126 1.373
C6 -0.231 -1.208 1.921
S1 -1.112 1.409 1.226
C7 -2.518 0.996 0.700
S2 -3.386 -0.318 -0.066
O3 -3.565 0.256 -1.375
O4 -2.323 -1.622 -0.196
H1 -1.448 0.657 -2.334
H2 -0.470 1.924 -1.248
H3 3.043 -0.489 0.203
H4 2.186 -1.212 -1.364
H5 1.961 -1.798 0.267
H6 1.528 1.343 -2.167
H7 0.895 0.702 2.019
H8 0.608 -1.829 2.286
H9 -0.751 -1.766 1.114
H10 -0.866 -0.860 2.659
H11 -1.843 -1.814 -1.014

The total charge is 0. Its SMILES is C=N[C@@](C)(C(=O)O)[C@H](C)SC#S(=O)O. The value obtained for the energy above the lowest of the compared OMol25 structures with the same formula, charge and spin is 357.48 kJ/mol. The HOMO energy comes out at -8.80 eV. The value obtained for the calculated total energy is -38782.746 eV.

***

- What is the formula in the third record?
  C44H51F6KN8O4P2S2